The following is a quantum chemistry calculation of 2 unconnected molecules or ions with the total composition C8H15N2O3P at a distorted geometry, from the Open Molecules 2025 dataset.

Properties
**Frontier orbital gap (alpha / beta)**: 6.919 / 6.251 eV
**Multiplicity**: 3
**Relative energy (zero: lowest compared OMol25 entry of this formula, charge and spin)**: 36.21 kcal/mol
**LUMO level (alpha / beta)**: 0.71 / -2.14 eV
**E_HOMO (alpha / beta)**: -6.2062 / -8.3895 eV

Positions of all 29 atoms, in Å:
1 C 0.472 -1.377 -3.313
2 C 1.330 -1.455 -2.315
3 C -2.407 2.849 -0.102
4 C 2.908 -0.354 -0.659
5 C 1.929 -0.264 -1.712
6 C 1.532 -0.062 -0.252
7 C -0.523 -1.809 2.305
8 C 0.846 -1.177 0.476
9 N 1.386 1.273 0.268
10 N -0.004 -0.902 1.350
11 O -3.953 2.275 1.713
12 O -1.442 2.909 -0.810
13 O -1.526 1.452 1.611
14 P -2.939 1.326 0.837
15 H 0.128 -2.254 -3.688
16 H 0.113 -0.476 -3.647
17 H 1.603 -2.497 -2.001
18 H -3.070 3.657 0.135
19 H 3.128 -1.334 -0.167
20 H 3.708 0.387 -0.534
21 H 1.814 0.742 -2.107
22 H -1.396 -2.378 1.999
23 H 0.268 -2.652 2.258
24 H -0.649 -1.322 3.194
25 H 1.101 -2.265 0.260
26 H 0.732 1.865 -0.285
27 H 0.925 1.248 1.128
28 H -1.268 0.657 2.109
29 H -4.746 1.941 1.948

The following is a quantum chemistry calculation of a gas-phase ion, C33H30O2P (charge +1) at a distorted geometry, from the Open Molecules 2025 dataset.

Properties
**Frontier orbital gap**: 8.181 eV
**Net charge**: +1
**LUMO level**: -2.59 eV
**E_HOMO**: -10.7716 eV

Positions of all 66 atoms, in Å:
1 C -4.748 3.594 2.723
2 O -4.719 2.162 2.570
3 C -3.519 1.542 2.463
4 C -3.538 0.260 1.879
5 C -2.351 -0.257 1.420
6 C -1.127 0.410 1.560
7 C 0.152 -0.279 1.017
8 C 1.490 0.455 1.354
9 C 2.483 -0.293 2.006
10 C 3.589 0.299 2.570
11 C 3.817 1.685 2.387
12 O 4.991 2.175 2.870
13 C 5.372 3.552 2.656
14 C 2.835 2.459 1.726
15 C 1.691 1.829 1.223
16 C -1.110 1.560 2.359
17 C -2.282 2.123 2.832
18 H -5.790 3.843 2.519
19 H -4.474 3.874 3.753
20 H -4.081 4.092 2.001
21 H -4.472 -0.286 1.772
22 H -2.386 -1.243 0.980
23 H 0.236 -1.200 1.629
24 H 2.348 -1.371 2.111
25 H 4.307 -0.284 3.142
26 H 6.423 3.574 2.947
27 H 5.258 3.851 1.603
28 H 4.789 4.220 3.305
29 H 2.948 3.542 1.642
30 H 0.895 2.431 0.795
31 H -0.171 2.029 2.650
32 H -2.237 3.000 3.478
33 C -3.594 -3.849 -1.755
34 C -2.956 -4.009 -0.522
35 C -1.922 -3.144 -0.149
36 C -1.530 -2.075 -0.998
37 P -0.045 -1.073 -0.615
38 C 1.280 -2.196 -1.151
39 C 2.626 -1.823 -0.954
40 C 3.655 -2.496 -1.612
41 C 3.363 -3.560 -2.472
42 C 2.042 -3.995 -2.611
43 C 1.015 -3.346 -1.929
44 C -0.067 0.272 -1.813
45 C -0.871 1.402 -1.571
46 C -1.145 2.299 -2.606
47 C -0.584 2.096 -3.871
48 C 0.292 1.026 -4.088
49 C 0.570 0.131 -3.057
50 C -2.258 -1.872 -2.186
51 C -3.249 -2.773 -2.576
52 H -4.379 -4.541 -2.062
53 H -3.268 -4.805 0.158
54 H -1.448 -3.281 0.827
55 H 2.875 -0.996 -0.290
56 H 4.690 -2.184 -1.456
57 H 4.161 -4.067 -3.010
58 H 1.807 -4.847 -3.249
59 H -0.003 -3.724 -2.016
60 H -1.307 1.581 -0.589
61 H -1.799 3.154 -2.413
62 H -0.805 2.789 -4.680
63 H 0.766 0.886 -5.061
64 H 1.271 -0.687 -3.217
65 H -2.046 -1.010 -2.815
66 H -3.756 -2.627 -3.529

The following is a quantum chemistry calculation of a single C6H9N molecule, from the Open Molecules 2025 dataset.

Properties
**Frontier orbital gap**: 9.999 eV
**Relative energy (zero: lowest compared OMol25 entry of this formula, charge and spin)**: 46.77 kcal/mol
**LUMO level**: 1.21 eV
**E_HOMO**: -8.7895 eV
**SMILES**: CN1[C@@H]2C=CC[C@@H]21

Positions of all 16 atoms, in Å:
1 C -1.783 -1.441 0.069
2 N -0.529 -0.773 -0.261
3 C -0.573 0.693 -0.331
4 C 0.526 1.259 -1.175
5 C 1.714 0.933 -0.660
6 C 1.599 0.160 0.640
7 C 0.094 0.001 0.803
8 H -2.635 -0.937 -0.394
9 H -1.747 -2.473 -0.293
10 H -1.984 -1.465 1.145
11 H -1.543 1.178 -0.231
12 H 0.367 1.792 -2.108
13 H 2.672 1.152 -1.118
14 H 2.105 -0.814 0.581
15 H 2.039 0.713 1.480
16 H -0.366 -0.013 1.792

The following is a quantum chemistry calculation of a single C3H4O3 molecule, from the Open Molecules 2025 dataset.

Properties
**Frontier orbital gap**: 9.520 eV
**Relative energy (zero: lowest compared OMol25 entry of this formula, charge and spin)**: 116.02 kcal/mol
**LUMO level**: 0.43 eV
**E_HOMO**: -9.0916 eV

Positions of all 10 atoms, in Å:
1 O -1.434 0.561 -1.556
2 C -0.667 -0.146 -0.680
3 C -0.086 0.451 0.502
4 O -1.132 -0.445 0.656
5 C 1.574 -1.134 0.553
6 O 1.206 0.056 0.958
7 H -1.527 1.465 -1.229
8 H -0.181 -1.006 -1.128
9 H -0.295 1.465 0.844
10 H 2.542 -1.267 1.080

no.,M (g/mol)
1,218.2
2,489.6
3,95.1
4,88.1